1.
This record from the Open Molecules 2025 dataset describes a single C18H16N2O2S molecule. The level of theory is ωB97M-V with the def2-TZVPD basis set.

Calculated values
Multiplicity: 1
ΔE to the lowest compared entry with this formula, charge and spin in kJ/mol: 5.32
SMILES string: Cc1ccc(N2C(=O)CCS[C@@]23C(=O)Nc2ccccc23)cc1

Last column: natural (NBO) charge in e.
Positions of all 39 atoms, in Å:
C: -4.98 -1.47 0.10  -0.63
C: -3.65 -0.79 0.03  -0.01
C: -3.54 0.56 0.35  -0.20
C: -2.33 1.21 0.30  -0.18
C: -1.19 0.52 -0.08  0.23
C: -1.28 -0.83 -0.42  -0.26
C: -2.50 -1.47 -0.35  -0.20
H: -2.56 -2.52 -0.61  0.21
H: -0.40 -1.37 -0.73  0.22
N: 0.07 1.19 -0.12  -0.51
C: 0.20 2.27 -0.94  0.70
O: -0.67 2.59 -1.72  -0.59
C: 1.47 3.09 -0.77  -0.51
C: 1.73 3.30 0.71  -0.51
H: 0.83 3.63 1.24  0.22
H: 2.54 4.02 0.88  0.24
S: 2.31 1.75 1.45  0.23
C: 1.12 0.56 0.62  -0.05
C: 1.94 -0.47 -0.10  -0.11
C: 2.57 -0.44 -1.33  -0.17
C: 3.30 -1.56 -1.72  -0.23
C: 3.39 -2.67 -0.90  -0.18
C: 2.75 -2.72 0.33  -0.28
C: 2.02 -1.61 0.71  0.23
N: 1.25 -1.42 1.85  -0.63
C: 0.59 -0.23 1.84  0.68
O: -0.20 0.15 2.67  -0.56
H: 1.12 -2.11 2.57  0.42
H: 2.81 -3.59 0.96  0.22
H: 3.97 -3.53 -1.22  0.22
H: 3.80 -1.56 -2.68  0.22
H: 2.49 0.41 -1.98  0.22
H: 1.31 4.04 -1.28  0.25
H: 2.32 2.59 -1.22  0.23
H: -2.25 2.26 0.55  0.22
H: -4.43 1.11 0.64  0.21
H: -5.37 -1.43 1.11  0.22
H: -5.69 -0.98 -0.56  0.22
H: -4.89 -2.52 -0.19  0.21


2.
This record from the Open Molecules 2025 dataset describes a molecular structure, C18H16NO3S. The level of theory is ωB97M-V with the def2-TZVPD basis set.

Calculated values
Multiplicity: 1
ΔE to the lowest compared entry with this formula, charge and spin in kJ/mol: 357.27
Charge: -1

Last column: natural (NBO) charge in e.
Positions of all 39 atoms, in Å:
C: -2.56 3.83 -2.27  -0.69
C: -1.97 2.40 -2.42  0.49
C: -1.15 1.88 -1.27  -0.62
C: -0.47 0.59 -1.27  -0.43
O: -2.16 1.77 -3.45  -0.73
H: -2.41 4.27 -1.26  0.20
H: -2.09 4.48 -3.05  0.20
H: -3.63 3.77 -2.52  0.20
H: -0.88 2.63 -0.50  0.17
H: 0.75 0.67 -1.24  0.18
H: -0.81 0.00 -2.23  0.27
C: -2.26 -4.82 -0.15  -0.20
C: -1.23 -4.85 0.79  -0.22
C: -0.24 -3.87 0.77  -0.21
C: -0.30 -2.87 -0.20  -0.24
S: 1.05 -1.69 -0.30  2.14
C: 0.31 0.00 -0.07  -0.57
C: 1.28 0.73 0.98  0.02
C: 0.71 1.52 1.99  -0.19
C: 1.53 2.40 2.70  -0.16
C: 2.90 2.45 2.45  -0.21
C: 3.66 3.50 3.05  0.30
N: 4.28 4.39 3.54  -0.35
C: 3.47 1.56 1.54  -0.17
C: 2.67 0.70 0.81  -0.15
O: 1.87 -2.07 0.81  -0.95
O: 1.59 -1.58 -1.66  -0.94
C: -1.31 -2.83 -1.15  -0.21
C: -2.30 -3.81 -1.12  -0.20
H: -3.02 -5.60 -0.13  0.21
H: -1.16 -5.64 1.54  0.21
H: 0.58 -3.89 1.50  0.25
H: -0.68 -0.19 0.39  0.23
H: -0.37 1.43 2.16  0.23
H: 1.07 3.02 3.46  0.22
H: 4.54 1.55 1.42  0.22
H: 3.16 0.03 0.10  0.23
H: -1.30 -2.05 -1.90  0.25
H: -3.09 -3.79 -1.85  0.22


3.
This record from the Open Molecules 2025 dataset describes 12 unconnected molecules or ions with the total composition C18H17BrCl44N4P. The level of theory is ωB97M-V with the def2-TZVPD basis set.

Calculated values
Multiplicity: 1
Charge: +1

Last column: Mulliken charge in e.
Positions of all 85 atoms, in Å:
C: 4.06 3.61 0.37  -0.33
C: 3.97 4.00 -1.16  -0.54
C: 3.57 2.82 -2.14  -0.06
C: 4.02 1.37 -1.66  -0.76
N: 2.12 2.84 -2.53  -0.01
C: 1.12 2.70 -1.70  -0.25
N: -0.27 2.73 -2.11  -0.38
C: -1.05 2.82 -0.83  -0.10
C: 0.05 3.36 0.19  -0.50
Br: -0.39 3.37 2.11  -0.02
N: 1.22 2.53 -0.26  0.72
P: 1.03 0.90 0.41  0.03
N: 2.06 0.80 1.65  -0.53
H: 3.56 2.65 0.65  0.06
H: 5.12 3.54 0.76  0.00
H: 3.52 4.42 0.95  0.27
H: 3.29 4.89 -1.31  0.22
H: 4.99 4.36 -1.49  0.29
H: 4.12 3.01 -3.11  0.60
H: 3.10 0.79 -1.38  0.01
H: 4.82 1.37 -0.88  0.27
H: 4.45 0.85 -2.56  0.33
H: 1.88 2.97 -3.52  0.34
H: -0.43 3.67 -2.51  0.38
H: -1.99 3.44 -0.91  0.05
H: -1.48 1.80 -0.63  0.19
H: 0.17 4.45 -0.08  0.38
H: -0.27 0.68 0.94  0.04
H: 1.44 -0.12 -0.51  0.20
H: 1.50 0.62 2.50  0.22
C: -1.99 -2.39 0.74  0.21
Cl: -2.12 -2.31 -1.03  -0.08
Cl: -1.89 -4.08 1.25  -0.01
Cl: -0.52 -1.52 1.26  -0.21
Cl: -3.40 -1.62 1.48  -0.01
C: 4.98 7.80 0.16  0.30
Cl: 5.82 6.62 1.18  -0.04
Cl: 3.23 7.65 0.39  -0.10
Cl: 5.50 9.44 0.60  -0.09
Cl: 5.38 7.50 -1.54  -0.11
C: -3.29 -7.72 -0.21  0.20
Cl: -4.98 -7.64 0.31  -0.10
Cl: -3.01 -9.25 -1.08  -0.12
Cl: -2.94 -6.35 -1.28  0.13
Cl: -2.23 -7.64 1.21  -0.05
C: -4.32 4.92 1.11  0.26
Cl: -6.07 5.04 1.28  -0.05
Cl: -3.85 5.38 -0.55  -0.13
Cl: -3.52 6.00 2.26  -0.04
Cl: -3.81 3.24 1.43  -0.04
C: 6.69 2.13 3.22  0.32
Cl: 7.28 3.71 2.64  -0.10
Cl: 7.17 1.92 4.92  -0.10
Cl: 4.93 2.07 3.09  -0.04
Cl: 7.41 0.84 2.24  -0.10
C: -5.87 6.63 5.66  0.32
Cl: -7.56 6.73 6.22  -0.08
Cl: -5.63 5.09 4.80  -0.05
Cl: -5.53 7.98 4.57  -0.10
Cl: -4.78 6.70 7.06  -0.09
C: -1.58 -6.97 -5.06  0.35
Cl: -1.21 -5.30 -4.60  -0.15
Cl: -0.22 -7.65 -5.98  -0.09
Cl: -1.85 -7.94 -3.60  -0.02
Cl: -3.04 -7.00 -6.07  -0.09
C: -5.80 -4.11 -3.55  0.22
Cl: -6.04 -2.43 -3.02  -0.09
Cl: -6.15 -5.21 -2.20  -0.05
Cl: -6.89 -4.47 -4.90  -0.10
Cl: -4.11 -4.32 -4.07  -0.01
C: -5.46 -2.08 5.14  0.29
Cl: -7.15 -2.00 5.66  -0.09
Cl: -5.18 -3.61 4.29  -0.06
Cl: -5.11 -0.72 4.05  -0.06
Cl: -4.39 -1.98 6.55  -0.09
C: 3.27 -4.59 -4.38  0.27
Cl: 3.82 -3.02 -4.98  -0.11
Cl: 3.76 -4.79 -2.69  -0.09
Cl: 1.50 -4.68 -4.49  0.00
Cl: 3.98 -5.88 -5.36  -0.09
C: 1.50 -9.08 1.33  0.26
Cl: 0.94 -8.88 3.00  -0.11
Cl: 2.49 -10.54 1.21  -0.10
Cl: 0.10 -9.21 0.25  0.02
Cl: 2.47 -7.67 0.86  -0.08


4.
This record from the Open Molecules 2025 dataset describes a single C18H17ClN2O6S molecule. The level of theory is ωB97M-V with the def2-TZVPD basis set.

Calculated values
Multiplicity: 1
ΔE to the lowest compared entry with this formula, charge and spin in kJ/mol: 376.15
SMILES string: O=C(c1ccc(S(=O)(=O)Cc2ccccc2Cl)c([N+](=O)[O-])c1)N1CCOCC1

Last column: natural (NBO) charge in e.
Positions of all 45 atoms, in Å:
O: 2.53 2.81 1.74  -0.60
C: 1.33 2.72 1.55  0.67
N: 0.43 3.60 2.03  -0.43
C: -1.01 3.46 1.89  -0.25
H: -1.26 3.17 0.87  0.22
C: -1.67 4.80 2.22  -0.07
H: -2.75 4.71 2.13  0.21
O: -1.41 5.23 3.54  -0.53
C: -0.12 4.89 4.01  -0.08
H: -0.18 3.96 4.61  0.17
C: 0.88 4.69 2.88  -0.26
H: 0.98 5.61 2.30  0.20
H: 1.87 4.43 3.27  0.25
H: 0.20 5.70 4.67  0.20
H: -1.32 5.56 1.50  0.17
H: -1.38 2.69 2.58  0.20
C: 0.76 1.60 0.73  -0.10
C: 0.55 1.77 -0.63  -0.21
C: 0.09 0.70 -1.39  0.12
C: -0.17 -0.54 -0.81  -0.31
C: 0.03 -0.69 0.55  -0.19
C: 0.51 0.36 1.32  -0.12
H: 0.69 0.22 2.37  0.22
H: -0.21 -1.65 0.99  0.26
S: -1.05 -1.88 -1.68  2.15
O: -2.11 -1.23 -2.40  -0.93
O: -1.43 -2.81 -0.66  -0.94
C: 0.08 -2.74 -2.87  -0.66
C: 0.22 -4.14 -2.41  0.00
C: -0.47 -5.19 -3.02  -0.19
C: -0.35 -6.48 -2.55  -0.21
C: 0.44 -6.76 -1.45  -0.19
C: 1.13 -5.73 -0.82  -0.23
C: 1.01 -4.44 -1.30  -0.03
Cl: 1.86 -3.16 -0.51  0.00
H: 1.75 -5.93 0.04  0.23
H: 0.53 -7.77 -1.08  0.22
H: -0.90 -7.28 -3.04  0.22
H: -1.10 -4.97 -3.87  0.22
H: 1.02 -2.20 -2.86  0.27
H: -0.40 -2.65 -3.83  0.27
N: -0.09 0.90 -2.81  0.53
O: -0.38 2.00 -3.18  -0.35
O: 0.11 -0.06 -3.52  -0.38
H: 0.74 2.71 -1.11  0.25


5.
This record from the Open Molecules 2025 dataset describes a single C18H17ClN4O3S molecule. The level of theory is ωB97M-V with the def2-TZVPD basis set.

Calculated values
Multiplicity: 1
ΔE to the lowest compared entry with this formula, charge and spin in kJ/mol: 198.79
SMILES string: C[C@H](c1nc2c(=O)[nH]c(C3(Cl)CC3)nc2s1)N(C)C(=O)Oc1ccccc1

Last column: natural (NBO) charge in e.
Positions of all 44 atoms, in Å:
O: -2.93 0.74 -2.95  -0.59
O: 1.74 -3.91 -0.89  -0.65
Cl: -4.49 5.17 -2.16  -0.01
N: -2.25 2.98 0.29  -0.52
N: -1.53 -0.53 -0.50  -0.39
O: 2.09 -1.90 0.26  -0.54
S: -1.19 0.83 1.68  0.43
C: -2.63 1.33 -1.91  0.63
C: 1.33 -2.96 -0.19  0.89
C: -2.88 3.44 -0.77  0.47
C: -0.98 -0.62 0.71  0.07
C: -1.87 1.63 0.34  -0.02
C: -2.01 0.75 -0.71  -0.03
C: 6.24 -1.67 -0.19  -0.22
C: 5.41 -0.53 -0.37  -0.20
C: 5.71 -2.93 0.16  -0.21
C: 4.01 -0.68 -0.16  -0.28
C: 4.31 -3.05 0.29  -0.26
C: 3.46 -1.90 0.14  0.36
N: -3.05 2.63 -1.92  -0.59
N: 0.03 -2.94 0.26  -0.44
C: -0.93 -3.89 -0.30  -0.42
C: -2.36 5.94 -0.40  -0.40
C: -3.58 5.67 0.46  -0.40
C: -3.37 4.88 -0.82  -0.11
C: -1.41 -2.59 2.27  -0.62
C: -0.42 -1.95 1.32  -0.08
H: 7.29 -1.57 -0.39  0.21
H: 5.86 0.39 -0.68  0.22
H: 6.35 -3.79 0.23  0.22
H: 3.40 0.22 -0.31  0.23
H: 3.89 -4.01 0.56  0.23
H: -3.62 2.98 -2.69  0.45
H: -0.58 -4.39 -1.23  0.25
H: -1.87 -3.33 -0.50  0.22
H: -1.09 -4.69 0.44  0.19
H: -2.31 6.91 -0.92  0.24
H: -1.43 5.58 0.00  0.24
H: -4.38 6.44 0.53  0.24
H: -3.44 5.14 1.42  0.24
H: -2.37 -2.84 1.80  0.22
H: -0.92 -3.46 2.74  0.23
H: -1.64 -1.86 3.10  0.22
H: 0.43 -1.66 1.94  0.24


| no. | gap between HOMO and LUMO (eV) | calculated total energy (eV) |
| --- | --- | --- |
| 1 | 9.18 | -36837.23994 |
| 2 | 4.71 | -37388.92300 |
| 3 | 7.92 | -655207.02394 |
| 4 | 8.53 | -57561.18776 |
| 5 | 8.97 | -54402.05050 |